C44H53As2Cl3CsN7O19Si | ωB97M-V/def2-TZVPD

```
130
Properties=species:S:1:pos:R:3:forces:R:3:mulliken_charge:R:1
Cs 14.518 8.541 15.410 -0.443 0.685 -0.489 0.468
N 12.160 6.391 21.130 0.866 0.276 -1.163 0.142
C 13.413 6.379 20.601 -1.551 -1.285 -1.555 -0.418
N 13.317 6.031 19.296 0.803 0.558 1.981 -0.184
C 11.992 5.896 19.097 0.406 1.002 1.334 0.234
N 11.233 6.162 20.166 0.379 -0.729 0.198 -0.714
C 11.453 5.620 17.787 -2.425 0.255 0.039 0.415
C 10.038 5.733 17.616 0.914 -0.045 -0.718 -0.203
N 9.504 5.553 16.403 -0.567 0.952 0.914 -0.660
C 10.332 5.374 15.393 0.794 -0.798 -0.534 -0.155
C 11.687 5.139 15.606 0.886 0.502 -0.873 -0.137
N 12.258 5.303 16.797 0.101 -0.539 -0.393 -0.298
H 11.925 6.492 22.100 -0.286 0.198 -0.065 0.199
H 14.287 6.506 21.201 0.587 0.209 0.051 0.663
H 9.390 6.070 18.445 0.393 -0.557 -0.531 0.426
H 9.965 5.384 14.364 -0.206 -0.139 0.377 0.410
H 12.380 4.910 14.755 -0.803 0.236 0.806 0.375
O 11.274 9.866 17.084 -0.704 -0.108 0.544 -0.460
H 12.120 10.329 17.211 0.068 0.192 0.049 0.368
H 10.706 10.120 17.836 0.552 -0.165 -0.569 0.231
O 13.654 11.202 17.086 0.635 0.318 0.308 -0.486
H 14.479 11.085 17.611 -0.548 0.262 -0.325 0.370
H 13.658 12.127 16.737 0.094 -0.533 0.294 0.410
O 15.511 6.211 16.737 -0.064 -1.465 -0.733 -0.354
H 14.941 5.462 16.993 0.043 0.629 0.333 0.186
H 15.808 5.937 15.831 -0.019 0.480 0.745 0.304
O 17.672 8.680 13.300 -0.200 0.256 -1.513 -0.384
Cl 16.966 8.679 11.970 -0.405 1.371 3.863 1.244
O 17.248 9.902 11.284 0.388 -0.125 -0.461 -0.694
O 17.360 7.519 11.279 0.743 -1.325 -1.524 -0.708
O 15.570 8.607 12.305 -0.212 -0.182 -0.360 -0.566
O 16.339 6.368 14.188 0.257 -0.244 -1.448 -0.584
H 17.016 7.056 14.042 0.138 0.272 0.422 0.203
H 16.090 6.256 13.245 -0.242 -0.183 0.781 0.303
C 13.908 15.437 12.491 0.127 -0.278 -0.374 -0.852
N 14.364 14.624 13.602 0.178 -1.495 2.330 0.250
C 15.085 13.398 13.554 0.107 0.839 -0.961 -0.698
C 14.885 12.744 14.723 -0.045 0.659 0.743 -0.110
N 14.076 13.557 15.572 0.969 -0.937 -0.571 -0.473
C 13.827 14.632 14.895 -1.047 0.719 -1.392 -0.367
H 13.785 14.737 11.632 -0.369 0.776 0.504 0.302
H 14.668 16.171 12.217 -0.030 0.066 -0.021 0.306
H 12.975 15.983 12.770 0.657 -0.681 -0.359 0.285
H 15.774 13.164 12.721 -0.895 0.067 0.545 0.524
H 15.322 11.780 15.052 -0.453 0.981 -0.271 0.325
H 13.111 15.434 15.212 0.908 -0.828 -0.347 0.304
Cl 21.387 11.377 14.536 -0.771 0.037 0.204 -0.190
C 19.601 11.652 14.532 0.704 0.659 -1.933 0.501
Cl 19.331 13.478 14.445 -0.142 -1.261 0.289 -0.235
C 18.831 10.994 15.638 -2.488 0.276 0.203 -0.656
O 19.563 10.857 16.749 -0.299 0.871 -0.949 -0.233
O 17.642 10.708 15.518 2.553 0.731 0.240 0.017
H 19.245 11.222 13.575 0.044 0.422 0.645 0.120
C 18.296 7.951 24.964 0.619 0.057 0.618 -0.725
O 18.053 7.078 23.877 -0.165 -1.009 1.935 -0.361
C 17.679 7.371 22.665 -0.542 1.912 -4.269 -0.140
O 16.625 6.891 22.123 1.468 0.302 1.556 -0.638
C 18.466 8.270 21.791 -1.213 -1.757 -0.004 -0.315
C 19.674 8.916 21.839 1.080 0.682 -0.266 1.137
As 19.742 10.435 20.536 0.978 -0.566 -0.531 0.498
C 21.522 10.025 19.735 0.431 0.207 0.730 -1.205
C 19.217 9.746 17.487 -0.442 -1.225 0.310 -0.223
C 18.565 9.960 18.715 -1.997 -1.059 2.647 0.270
As 17.392 8.414 20.166 -0.971 0.054 -1.414 0.929
C 17.669 6.690 19.217 0.892 0.567 -0.615 -0.860
C 17.432 11.058 18.653 -0.094 -2.053 -0.377 0.313
O 16.227 10.821 18.469 2.703 1.281 0.286 -0.763
O 18.034 12.234 18.815 -0.475 0.113 0.055 -0.178
C 17.311 13.432 18.520 -0.557 -1.055 -0.685 -0.676
C 19.512 8.527 16.717 1.740 -1.322 1.885 0.592
O 19.790 7.442 17.240 -0.827 1.171 -0.595 -0.741
O 19.689 8.737 15.396 -0.273 -0.310 0.209 0.011
C 19.982 7.552 14.633 -0.641 -0.146 -0.327 -0.885
C 20.846 8.638 22.669 -1.977 -0.998 -0.689 0.012
O 21.152 7.540 23.134 0.145 1.352 0.166 -0.649
O 21.552 9.805 22.870 0.784 0.946 1.352 -0.288
C 21.567 10.204 24.269 -0.013 -1.491 -0.171 -0.722
H 19.339 7.787 25.291 -0.364 0.263 -0.262 0.281
H 17.653 7.635 25.789 -0.071 -0.095 -0.083 0.324
H 18.110 9.031 24.842 0.070 -0.438 -0.732 0.271
H 22.137 10.003 20.643 0.095 0.103 -0.209 0.490
H 21.814 10.930 19.182 0.013 -0.550 -0.224 0.362
H 21.742 9.061 19.220 -0.779 0.810 0.054 0.265
H 17.324 5.909 19.858 -0.320 -0.452 0.578 0.445
H 18.729 6.551 18.990 -0.126 0.033 0.284 0.351
H 17.154 6.624 18.248 -0.133 0.406 0.499 0.095
H 17.868 14.203 19.020 0.144 0.511 -0.064 0.220
H 16.296 13.338 18.958 0.438 0.292 -0.698 0.311
H 17.363 13.485 17.398 -0.596 0.577 1.094 0.231
H 19.515 7.720 13.658 0.203 -0.038 0.270 0.245
H 19.527 6.665 15.114 0.468 0.507 -0.233 0.320
H 21.055 7.458 14.515 0.214 -0.176 0.231 0.300
H 22.081 9.369 24.810 -0.525 0.831 -0.045 0.310
H 20.531 10.356 24.668 0.679 -0.228 -0.434 0.192
H 22.121 11.130 24.394 0.103 -0.002 -0.340 0.255
O 12.747 8.879 13.087 -0.936 0.120 -0.675 0.001
Si 11.674 9.371 12.013 1.358 0.857 1.481 -0.651
C 10.404 10.634 12.664 -0.151 -0.150 0.008 0.710
C 9.235 10.821 11.900 0.452 0.442 0.898 -0.740
C 8.209 11.625 12.356 -0.753 0.218 0.381 -0.900
C 8.361 12.332 13.564 -1.219 0.193 -0.856 -0.549
C 9.553 12.235 14.240 0.113 0.717 0.954 -0.515
C 10.558 11.381 13.850 0.309 -0.571 -1.256 -0.605
C 12.461 10.367 10.592 0.528 -0.378 -1.025 0.459
C 11.761 11.275 9.736 0.850 -0.766 1.437 -0.385
C 12.377 11.838 8.648 -1.075 0.932 -0.756 -0.462
C 13.674 11.510 8.312 0.324 0.541 -0.900 -0.489
C 14.383 10.668 9.131 0.892 -0.632 0.704 -0.292
C 13.817 10.064 10.261 -1.259 0.998 -0.458 0.096
C 10.685 7.997 11.187 0.652 0.188 0.172 0.670
C 9.326 7.819 11.316 -0.366 -1.542 -0.231 -0.088
C 8.720 6.674 10.751 -0.672 1.827 1.101 -0.600
C 9.441 5.784 10.028 0.624 -1.716 -0.824 -0.538
C 10.848 5.894 9.975 0.265 -0.027 0.052 -0.428
C 11.456 7.001 10.546 -0.242 -0.024 0.214 -0.603
H 9.147 10.339 10.946 -0.151 -0.249 -0.235 0.816
H 7.257 11.624 11.801 0.445 0.330 0.265 0.300
H 7.540 12.988 13.941 0.759 -0.605 -0.339 0.287
H 9.704 12.864 15.113 -0.020 -0.109 0.112 0.404
H 11.499 11.340 14.394 -0.234 -0.225 0.059 0.658
H 10.767 11.617 9.994 -0.108 -0.185 0.024 0.255
H 11.775 12.579 8.077 0.665 -0.565 0.120 0.298
H 14.131 11.927 7.400 -0.154 -0.123 0.559 0.311
H 15.447 10.490 8.961 -0.238 -0.057 -0.219 0.433
H 14.441 9.418 10.872 -0.474 0.147 0.011 -0.238
H 8.678 8.433 11.931 0.334 0.220 -0.100 0.369
H 7.667 6.590 11.013 -0.005 -0.468 -0.607 0.341
H 8.934 4.932 9.539 0.387 0.408 0.403 0.286
H 11.499 5.092 9.584 -0.661 0.457 -0.085 0.346
H 12.552 7.090 10.593 -0.484 -0.064 -0.191 0.311
```
Forces are in eV/Å.

The HOMO-LUMO gap (spin up / spin down) is 4.87 / 6.16 eV. Its HOMO energy (spin up / spin down) is -1.72 / -2.75 eV. The calculation puts the strongest force on any atom at 4.7 eV Å⁻¹. As for the charge: -2. The calculation puts the LUMO energy (spin up / spin down) at 3.15 / 3.41 eV.



C37H32N3NiO2S6SbTe | ωB97M-V/def2-TZVPD

```
83
Properties=species:S:1:pos:R:3:forces:R:3:mulliken_charge:R:1
Ni 0.021 -0.646 1.127 0.149 -0.118 -0.097 1.710
S 3.331 0.791 3.493 -0.025 -0.004 0.019 -0.734
Sb 1.335 -0.266 3.911 -0.131 -0.007 0.317 0.628
S 0.852 -2.239 2.674 0.050 0.054 0.024 -0.611
S -0.386 0.962 2.804 0.230 -0.021 -0.042 -0.732
S 0.827 -0.617 6.124 -0.025 0.022 -0.025 -0.768
C 4.338 3.624 -2.622 0.007 -0.003 -0.001 -1.633
C 3.650 2.501 -1.890 -0.044 0.019 0.029 0.488
C 4.177 1.226 -1.831 0.009 -0.029 0.031 -0.855
C 3.571 0.190 -1.124 0.108 0.083 -0.041 1.172
C 4.218 -1.141 -1.245 -0.009 -0.087 0.035 -0.443
O 4.852 -1.425 -2.256 -0.049 0.003 -0.034 -0.731
C 4.144 -2.135 -0.135 0.117 -0.018 0.002 0.560
C 4.157 -1.721 1.191 -0.011 -0.027 -0.045 -0.099
C 4.206 -2.662 2.208 0.023 -0.029 0.007 -0.522
C 4.215 -4.015 1.902 0.017 0.002 -0.025 -0.285
C 4.181 -4.432 0.575 -0.004 -0.001 0.026 -0.582
C 4.161 -3.493 -0.443 0.029 0.006 -0.004 -0.604
C 2.343 0.397 -0.422 0.009 0.062 0.042 0.673
O 1.794 -0.544 0.234 -0.251 -0.041 -0.222 -0.605
C 1.760 1.701 -0.561 -0.127 0.067 -0.158 -0.249
C 2.425 2.700 -1.256 0.075 0.009 0.021 -1.044
C 0.338 1.986 -0.239 -0.027 -0.115 0.165 0.806
N -0.517 1.046 -0.431 0.030 0.068 -0.426 -0.233
C -1.941 1.281 -0.636 -0.057 0.012 0.183 -1.326
C -2.775 1.202 0.630 -0.010 0.061 0.073 -0.330
Te -4.883 1.379 0.238 0.027 0.114 -0.039 0.178
C -4.867 0.429 -1.651 -0.004 -0.040 0.035 -0.410
C -4.901 1.182 -2.821 -0.018 0.001 0.002 -0.124
C -4.859 0.558 -4.061 -0.004 -0.003 -0.003 -0.553
C -4.780 -0.825 -4.143 -0.003 0.005 -0.006 -0.467
C -4.744 -1.581 -2.980 0.027 -0.006 -0.006 -0.482
C -4.791 -0.959 -1.740 0.034 -0.009 0.018 -0.059
C 0.078 3.353 0.333 -0.135 -0.002 0.120 0.631
C -1.056 4.145 0.151 0.038 0.087 -0.138 -0.335
C -1.214 5.333 0.853 0.002 0.029 0.035 -0.936
C -0.262 5.738 1.775 -0.007 -0.024 -0.032 -0.409
C 0.850 4.938 1.996 0.000 0.017 -0.002 -1.033
C 1.019 3.765 1.283 -0.012 -0.073 0.147 0.074
H 5.254 3.267 -3.097 0.001 -0.001 -0.004 0.360
H 4.613 4.440 -1.947 0.004 -0.001 0.004 0.298
H 3.703 4.050 -3.403 -0.004 0.004 0.000 0.335
H 5.102 0.994 -2.348 0.000 -0.001 -0.009 0.352
H 4.086 -0.672 1.452 0.043 -0.028 0.011 0.275
H 4.185 -2.321 3.235 0.015 0.005 -0.021 0.417
H 4.212 -4.747 2.700 -0.004 -0.001 -0.001 0.376
H 4.165 -5.490 0.338 0.002 -0.006 0.000 0.349
H 4.160 -3.795 -1.483 0.003 0.001 -0.009 0.407
H 1.952 3.675 -1.335 0.006 -0.002 0.010 0.451
H -2.124 2.227 -1.146 -0.019 -0.085 -0.080 0.345
H -2.260 0.506 -1.339 -0.012 -0.069 0.099 0.478
H -2.546 2.028 1.304 -0.011 -0.033 0.010 0.429
H -2.616 0.275 1.174 0.002 -0.067 -0.038 -0.030
H -4.945 2.262 -2.759 0.004 -0.003 -0.001 0.383
H -4.875 1.156 -4.965 -0.002 0.001 -0.001 0.362
H -4.734 -1.311 -5.109 0.002 -0.001 0.000 0.371
H -4.665 -2.659 -3.035 0.006 -0.014 0.003 0.403
H -4.745 -1.554 -0.836 -0.003 -0.006 0.009 0.342
H -1.843 3.866 -0.532 0.081 0.046 -0.034 0.436
H -2.103 5.930 0.687 0.009 0.005 -0.005 0.414
H -0.399 6.656 2.335 -0.004 -0.004 0.008 0.363
H 1.578 5.203 2.752 0.005 0.007 -0.003 0.415
H 1.853 3.114 1.522 -0.010 0.032 -0.038 0.440
C -2.669 -1.197 4.358 -0.037 0.027 -0.034 -0.609
C -2.602 -2.194 3.259 0.004 -0.002 -0.001 0.407
N -2.306 -1.944 2.021 -0.120 0.066 -0.065 0.140
C -2.225 -3.094 1.281 -0.053 0.015 0.002 -0.913
C -2.503 -4.245 1.945 0.021 -0.029 0.027 -0.628
S -2.843 -3.878 3.580 0.042 0.011 -0.017 -0.308
C -1.779 -3.008 -0.112 0.087 -0.059 0.071 -0.103
C -2.202 -3.801 -1.130 -0.024 -0.001 -0.022 -0.304
S -1.332 -3.420 -2.553 -0.003 0.019 0.025 -0.296
C -0.452 -2.202 -1.702 -0.100 -0.106 0.170 0.264
N -0.793 -2.102 -0.447 -0.019 0.160 -0.130 0.531
C 0.606 -1.427 -2.397 -0.004 0.046 -0.010 -0.548
H -3.228 -0.317 4.040 0.021 -0.001 -0.009 0.156
H -1.654 -0.869 4.606 -0.017 -0.037 0.048 -0.162
H -3.123 -1.628 5.250 -0.017 0.005 0.003 0.452
H -2.433 -5.254 1.578 0.005 -0.004 -0.008 0.463
H -2.968 -4.556 -1.095 0.002 0.001 -0.002 0.538
H 0.624 -1.664 -3.461 -0.004 0.011 0.018 0.625
H 1.569 -1.663 -1.952 0.070 -0.014 0.013 -0.135
H 0.437 -0.361 -2.249 0.007 0.049 0.025 -0.072
```
Forces are in eV/Å.

The HOMO-LUMO gap (spin up / spin down) is 4.91 / 4.90 eV. Its HOMO energy (spin up / spin down) is -1.60 / -1.60 eV. The calculation puts the strongest force on any atom at 0.4 eV Å⁻¹. As for the charge: -2. As for the multiplicity: 3. The calculation puts the LUMO energy (spin up / spin down) at 3.30 / 3.30 eV.



C17H33ORu | ωB97M-V/def2-TZVPD

```
52
Properties=species:S:1:pos:R:3:forces:R:3:nbo_charge:R:1
C -0.041 -1.161 -2.494 -0.917 0.163 -0.966 -0.543
H -0.731 -0.925 -3.310 0.023 0.440 0.106 0.278
H 0.948 -0.977 -2.901 0.386 0.352 0.283 0.238
H -0.352 -0.338 -1.703 -0.847 -1.034 -2.209 0.069
C -0.249 -2.623 -2.161 -0.259 -0.051 0.641 -0.414
H 0.300 -2.823 -1.243 0.137 -0.497 0.311 0.184
H -1.306 -2.795 -1.961 -0.036 0.025 0.229 0.229
C 0.182 -3.585 -3.261 0.300 -0.227 -0.390 -0.615
H 0.111 -4.624 -2.921 -0.065 0.261 0.093 0.250
H -0.446 -3.517 -4.159 0.081 0.199 0.249 0.237
H 1.221 -3.438 -3.573 -0.092 0.101 0.055 0.216
C 0.978 0.910 1.689 1.045 0.743 1.155 -0.070
C 1.542 -0.415 1.570 2.048 0.787 1.405 0.008
C 2.338 -0.458 0.351 2.473 1.312 1.736 -0.106
C 2.223 0.857 -0.298 2.151 0.623 1.759 -0.106
C 1.392 1.693 0.550 1.668 0.697 1.354 -0.033
C 1.089 3.130 0.341 -0.420 0.083 -0.342 -0.659
C 2.880 1.256 -1.553 0.095 0.118 -0.788 -0.653
C 3.119 -1.597 -0.152 0.001 -0.711 -0.381 -0.657
C 1.405 -1.493 2.577 -0.441 -0.430 -0.030 -0.675
C 0.192 1.407 2.849 -0.520 0.120 0.443 -0.659
Ru 0.436 -0.093 -0.188 -8.431 -2.804 -3.695 1.479
H 2.423 2.169 -1.944 0.215 -0.139 -0.047 0.252
H 3.954 1.439 -1.403 -0.247 -0.072 0.004 0.283
H 2.768 0.470 -2.310 0.232 0.192 -0.004 0.237
H 1.223 3.388 -0.710 -0.070 0.181 0.107 0.246
H 0.054 3.334 0.628 0.122 0.157 -0.052 0.244
H 1.729 3.797 0.935 0.009 -0.326 -0.015 0.287
H -0.383 0.599 3.317 0.112 0.199 -0.163 0.250
H 0.815 1.846 3.651 0.042 -0.216 -0.504 0.277
H -0.517 2.189 2.549 0.165 -0.193 0.060 0.244
H 1.631 -2.456 2.121 -0.046 -0.076 0.193 0.244
H 2.061 -1.373 3.449 0.010 0.217 -0.269 0.285
H 0.377 -1.507 2.948 0.108 -0.159 0.092 0.246
H 2.931 -1.748 -1.222 0.251 -0.078 0.097 0.241
H 4.197 -1.436 -0.013 -0.177 0.045 -0.029 0.289
H 2.835 -2.512 0.376 0.200 0.074 -0.142 0.253
C -3.057 1.345 -0.996 -0.189 0.084 0.021 -0.650
C -2.642 1.324 0.458 0.016 0.409 0.178 -0.074
O -1.871 0.157 0.814 0.859 0.257 -0.138 -0.594
C -2.625 -1.063 0.790 -0.156 -0.629 -0.331 -0.074
C -3.799 -1.078 1.751 0.035 -0.050 -0.028 -0.651
H -2.204 1.192 -1.670 -0.084 0.013 0.077 0.190
H -3.476 2.332 -1.218 0.007 -0.166 -0.040 0.260
H -3.827 0.599 -1.208 0.118 0.115 -0.082 0.232
H -1.984 2.174 0.685 -0.206 -0.192 0.013 0.184
H -3.514 1.369 1.129 0.378 0.137 -0.244 0.219
H -2.962 -1.231 -0.245 0.028 -0.123 0.264 0.184
H -1.900 -1.847 1.048 -0.167 0.094 -0.026 0.187
H -4.573 -0.364 1.454 0.067 -0.188 0.116 0.226
H -4.244 -2.077 1.729 0.030 0.133 0.001 0.255
H -3.480 -0.873 2.776 -0.042 0.033 -0.125 0.230
```
Forces are in eV/Å.

The HOMO-LUMO gap (spin up / spin down) is 8.49 / 6.31 eV. Its HOMO energy (spin up / spin down) is -14.60 / -16.95 eV. The calculation puts the strongest force on any atom at 9.6 eV Å⁻¹. As for the charge: +2. As for the multiplicity: 6. The calculation puts the LUMO energy (spin up / spin down) at -6.11 / -10.64 eV.



Across the entries above, energy takes the values -263483.050 -167344.201 -22771.971 eV, respectively.